(1)
{"formula": "C18H40N5PdSi2", "method": "ωB97M-V/def2-TZVPD", "species": ["Pd", "N", "C", "C", "N", "C", "C", "N", "C", "C", "N", "H", "H", "H", "H", "H", "H", "H", "H", "H", "H", "H", "H", "H", "H", "H", "H", "H", "H", "C", "Si", "C", "C", "C", "C", "C", "C", "C", "C", "N", "Si", "C", "C", "C", "H", "H", "H", "H", "H", "H", "H", "H", "H", "H", "H", "H", "H", "H", "H", "H", "H", "H", "H", "H", "H", "H"], "coordinates": [[0.08847, -0.17426, 0.00610], [0.56476, 0.19976, -1.99872], [1.89520, -0.41351, -2.37567], [2.28010, -1.61828, -1.52014], [2.18128, -1.31395, -0.08759], [3.25650, -0.44835, 0.40804], [2.73366, 0.72283, 1.23628], [1.51036, 1.30167, 0.60512], [1.83271, -2.43635, 0.78922], [1.22270, -1.97166, 2.10528], [0.09377, -0.96576, 1.93107], [0.59864, 1.18978, -2.22606], [-0.16345, -0.16362, -2.61122], [1.86807, -0.70495, -3.42546], [2.64488, 0.37277, -2.29027], [1.63912, -2.47231, -1.74565], [3.29415, -1.91087, -1.81537], [3.98490, -1.01265, 0.99837], [3.80588, -0.05178, -0.44624], [2.47093, 0.43058, 2.25073], [3.50731, 1.48670, 1.32130], [1.09411, 1.97720, 1.24381], [1.78938, 1.85594, -0.20256], [1.12576, -3.07533, 0.25785], [2.70055, -3.05922, 1.03816], [0.83671, -2.83674, 2.64367], [1.97539, -1.51837, 2.74606], [-0.78510, -1.43335, 2.14132], [0.18358, -0.25020, 2.64719], [-2.03549, 1.09123, 3.52773], [-3.06757, 0.16622, 2.28269], [-3.09339, -1.69840, 2.47748], [-4.82982, 0.76992, 2.30514], [-2.49822, 0.59712, 0.45571], [-2.65640, -0.59642, -0.42176], [-3.86033, -1.05521, -0.93315], [-3.86245, -2.25207, -1.63443], [-2.67569, -2.96272, -1.79999], [-1.51587, -2.43940, -1.27439], [-1.51437, -1.27403, -0.60179], [-2.55807, 2.38618, -0.27524], [-2.09031, 3.61006, 1.03075], [-4.37107, 2.47179, -0.73234], [-1.55478, 2.58569, -1.82803], [-2.06362, 0.56542, 4.48549], [-2.46401, 2.07937, 3.69877], [-0.98897, 1.24682, 3.26243], [-2.92988, -1.95481, 3.52785], [-2.42593, -2.31603, 1.87140], [-4.10117, -2.04115, 2.23021], [-5.21621, 0.39729, 3.26225], [-5.46792, 0.35483, 1.52559], [-4.92034, 1.85437, 2.32279], [-4.77142, -0.49417, -0.77737], [-4.78778, -2.63441, -2.04634], [-2.65205, -3.90425, -2.33013], [-0.56524, -2.94651, -1.37816], [-2.74437, 3.55635, 1.90091], [-2.19883, 4.61379, 0.61038], [-1.05737, 3.52391, 1.37524], [-5.05210, 2.42492, 0.11335], [-4.66642, 1.73718, -1.48154], [-4.48926, 3.45883, -1.19369], [-0.50376, 2.79635, -1.62098], [-1.94488, 3.47073, -2.33852], [-1.65937, 1.75140, -2.52383]], "lumo_energy_ev": [-11.5, -11.5], "e_homo_ev": [-17.85, -17.85], "gap_ev": [6.34, 6.34], "total_energy_ha": -1689.58087, "charge": 3, "e_above_lowest_kcal_mol": 8.5}


(2)
{"formula": "C18H40P2PdSi", "method": "ωB97M-V/def2-TZVPD", "species": ["P", "P", "C", "C", "H", "H", "H", "H", "C", "H", "H", "H", "C", "H", "H", "H", "C", "H", "H", "H", "C", "H", "H", "H", "Pd", "C", "C", "C", "C", "C", "C", "C", "C", "C", "H", "H", "H", "H", "H", "H", "H", "H", "H", "H", "H", "H", "H", "H", "H", "C", "Si", "C", "C", "H", "H", "H", "H", "H", "H", "H", "H", "H"], "coordinates": [[-2.63013, 1.96788, -0.55862], [-1.08441, -1.02628, -2.60847], [-2.84939, 1.38501, -2.30733], [-2.69693, -0.12286, -2.68152], [-2.25636, 2.02402, -2.98270], [-3.89530, 1.66590, -2.52400], [-3.45924, -0.73614, -2.17549], [-2.94488, -0.20818, -3.75510], [-0.11383, -0.20335, -3.89827], [0.94465, -0.49569, -3.83580], [-0.20014, 0.89302, -3.84459], [-0.52980, -0.54350, -4.85535], [-1.38794, -2.70676, -3.15574], [-1.60774, -2.68696, -4.22807], [-2.24348, -3.12351, -2.61366], [-0.49695, -3.32343, -2.98510], [-2.99401, 3.72712, -0.54345], [-2.79986, 4.11791, 0.46106], [-4.04824, 3.87504, -0.78499], [-2.36818, 4.25130, -1.27005], [-3.98589, 1.13193, 0.28944], [-4.03980, 0.06025, 0.05799], [-4.92133, 1.59823, -0.03348], [-3.85492, 1.26199, 1.36871], [2.13926, -1.69137, 1.16305], [0.02781, -1.22672, -1.16829], [0.89003, -0.00363, -1.06047], [0.26883, 1.29143, -1.12597], [0.13717, 2.27336, 0.04640], [-1.21120, 1.99556, 0.72854], [-1.25658, 0.68441, 1.34175], [-1.63423, -0.48515, 0.56508], [-0.64612, -1.60847, 0.17221], [2.27072, 0.03964, 3.71846], [0.64778, -2.06631, -1.51418], [1.92563, -0.10621, -1.44191], [-0.76391, 1.06877, -1.44551], [0.72250, 1.79147, -1.99387], [0.96408, 2.15076, 0.75712], [0.19313, 3.28713, -0.37259], [-1.48179, 2.82877, 1.40593], [-0.72658, 0.54829, 2.29806], [-1.96204, -0.10672, -0.41756], [-2.52645, -0.96414, 1.01487], [0.12630, -1.78335, 0.97800], [-1.22288, -2.54043, 0.04535], [1.91661, -0.41734, 4.65873], [1.39863, 0.13888, 3.04742], [2.68050, 1.03909, 3.94176], [3.01543, -2.85667, 3.04573], [3.60072, -1.03971, 2.93318], [5.24476, -0.93953, 3.81097], [3.91624, -0.50671, 1.03007], [2.47056, -2.97498, 3.98916], [3.92418, -3.46772, 3.02627], [2.35464, -3.26489, 2.23760], [5.98499, -1.57733, 3.31064], [5.63558, 0.08716, 3.83853], [5.14840, -1.28846, 4.84942], [4.92891, -0.94478, 0.96263], [3.42309, -0.73673, 0.03379], [3.93942, 0.58969, 1.05418]], "lumo_energy_ev": [-5.3, -7.0], "spin_multiplicity": 5, "e_homo_ev": [-9.43, -14.37], "gap_ev": [4.09, 7.34], "total_energy_ha": -1809.09409, "charge": 2, "e_above_lowest_kcal_mol": 29.1}


(3)
{"formula": "C18H41BClF3NO5", "method": "ωB97M-V/def2-TZVPD", "species": ["C", "C", "Cl", "C", "B", "C", "F", "F", "F", "O", "C", "C", "N", "O", "H", "H", "H", "H", "H", "H", "H", "H", "H", "H", "H", "C", "C", "O", "C", "C", "H", "H", "H", "H", "H", "H", "H", "H", "H", "H", "C", "C", "O", "C", "C", "H", "H", "H", "H", "H", "H", "H", "H", "H", "H", "C", "C", "O", "C", "C", "H", "H", "H", "H", "H", "H", "H", "H", "H", "H"], "coordinates": [[-1.18917, 1.28422, 0.38715], [0.25057, 1.70203, 0.12823], [0.36249, 3.47945, 0.45415], [1.25204, 0.84675, 0.92203], [2.35351, 1.59008, 1.87891], [3.49001, 2.54008, 1.12033], [3.40149, 3.85812, 1.37243], [3.43502, 2.42513, -0.23093], [4.75714, 2.25101, 1.42415], [1.73715, 2.14535, 3.10249], [1.85828, 1.20266, 4.09946], [3.27246, 0.64130, 3.78003], [3.68753, -0.51522, 4.52064], [3.14897, 0.41671, 2.43662], [-1.86861, 2.11758, 0.30622], [-1.51628, 0.55541, -0.34811], [-1.30001, 0.82622, 1.35832], [0.41283, 1.56803, -0.92574], [0.66596, 0.19779, 1.55599], [1.73608, 0.19078, 0.20804], [1.17792, 0.36503, 3.93080], [1.81532, 1.64558, 5.08994], [3.90157, 1.53415, 3.92804], [3.41262, -0.41159, 5.49101], [4.69859, -0.58189, 4.53261], [-1.78320, -3.40220, 3.27480], [-2.36055, -2.05677, 3.67435], [-2.89295, -1.33204, 2.58426], [-3.96043, -1.92508, 1.87891], [-5.19382, -2.19011, 2.72805], [-1.02084, -3.25988, 2.50766], [-1.33051, -3.89715, 4.13495], [-2.54402, -4.07212, 2.86849], [-1.56341, -1.43368, 4.07964], [-3.10723, -2.16706, 4.47092], [-3.62821, -2.84625, 1.38379], [-4.21348, -1.21950, 1.08682], [-4.99576, -2.90717, 3.52626], [-5.99610, -2.59570, 2.10925], [-5.54313, -1.26557, 3.19019], [0.91802, -4.23392, -1.39711], [-0.03732, -3.38103, -0.57882], [-0.63406, -2.32573, -1.30719], [-1.42289, -2.69218, -2.41795], [-2.61001, -3.57641, -2.06914], [1.70314, -3.61344, -1.83090], [1.38062, -4.99227, -0.76421], [0.41107, -4.74815, -2.21623], [0.51612, -2.90595, 0.23138], [-0.80931, -4.00278, -0.10779], [-0.80376, -3.16482, -3.19058], [-1.78577, -1.75439, -2.83994], [-2.29859, -4.53814, -1.65851], [-3.20692, -3.77415, -2.96114], [-3.24282, -3.08648, -1.32715], [1.77172, 5.44688, -3.95412], [1.50865, 4.05372, -3.40659], [0.26040, 3.50952, -3.80833], [0.06541, 3.34967, -5.19545], [1.07357, 2.42620, -5.86142], [0.97347, 6.12912, -3.65700], [2.71831, 5.82640, -3.56857], [1.82772, 5.45847, -5.04520], [1.48033, 4.09635, -2.31889], [2.32497, 3.37214, -3.66906], [0.04855, 4.32592, -5.69688], [-0.93448, 2.92633, -5.30398], [2.09000, 2.81581, -5.79688], [0.83098, 2.30376, -6.91888], [1.06301, 1.44511, -5.38462]], "lumo_energy_ev": 2.5, "e_homo_ev": -4.71, "gap_ev": 7.25, "total_energy_ha": -1926.11565, "charge": -1}


(4)
{"formula": "C18H41BNO11S4", "method": "ωB97M-V/def2-TZVPD", "species": ["C", "O", "C", "N", "B", "O", "O", "H", "H", "H", "H", "H", "H", "H", "H", "H", "C", "C", "C", "S", "O", "O", "C", "H", "H", "H", "H", "H", "H", "H", "H", "C", "C", "C", "S", "O", "O", "C", "H", "H", "H", "H", "H", "H", "H", "H", "C", "C", "C", "S", "O", "O", "C", "H", "H", "H", "H", "H", "H", "H", "H", "C", "C", "C", "S", "O", "O", "C", "H", "H", "H", "H", "H", "H", "H", "H"], "coordinates": [[1.96710, -0.82295, 0.11217], [3.29174, -0.81081, -0.43577], [3.93739, -2.00156, -0.43188], [4.62690, -2.24511, 0.93760], [3.92088, -3.30700, 1.80096], [3.33379, -2.82691, 2.90783], [3.92936, -4.59054, 1.37088], [1.87078, -1.51204, 0.95075], [1.74869, 0.17325, 0.46850], [1.23094, -1.06339, -0.64539], [4.72175, -1.96158, -1.17857], [3.31236, -2.85690, -0.68155], [4.64144, -1.35350, 1.43336], [5.58173, -2.54577, 0.74944], [2.56992, -3.35221, 3.17315], [4.46277, -5.16015, 1.93322], [-2.25116, 2.17814, 1.68875], [-2.89391, 3.14166, 0.68468], [-2.22541, 2.90174, -0.67570], [-1.70088, 1.18629, -0.67416], [-0.25312, 1.12958, -0.74023], [-2.49943, 0.43202, -1.60608], [-2.21907, 0.81583, 0.99741], [-2.81076, 2.13669, 2.62098], [-1.23551, 2.50980, 1.91977], [-3.96127, 2.92826, 0.61047], [-2.78465, 4.17574, 0.99935], [-2.90758, 3.04912, -1.50832], [-1.33765, 3.51640, -0.81137], [-1.52237, 0.10648, 1.43980], [-3.21533, 0.37723, 0.93554], [5.40167, -0.95741, -6.46439], [5.13918, -0.11090, -5.21113], [3.88731, -0.68075, -4.52974], [3.83504, -2.42791, -4.96627], [2.66815, -2.66302, -5.77022], [4.09901, -3.22688, -3.78763], [5.27829, -2.41280, -6.02319], [6.38162, -0.75576, -6.89194], [4.65131, -0.73632, -7.22527], [5.99484, -0.18311, -4.53668], [5.00409, 0.94075, -5.45532], [3.91923, -0.59087, -3.44672], [2.97414, -0.22712, -4.90846], [5.12298, -3.11142, -6.84136], [6.13075, -2.72376, -5.42027], [-4.64794, -3.57754, -1.99618], [-6.16779, -3.43806, -1.83073], [-6.42700, -2.90958, -0.41364], [-4.97140, -1.95318, 0.03320], [-4.30333, -2.60406, 1.13612], [-5.30810, -0.55196, 0.10839], [-4.04940, -2.27809, -1.46492], [-4.36715, -3.74605, -3.03407], [-4.28709, -4.42401, -1.40786], [-6.55061, -2.72783, -2.56510], [-6.68105, -4.38406, -1.99204], [-7.29558, -2.25918, -0.35943], [-6.52036, -3.71517, 0.31145], [-2.99229, -2.34422, -1.22517], [-4.22287, -1.44583, -2.14377], [0.27363, 4.23074, 5.88574], [-1.07987, 3.58730, 6.22087], [-2.17451, 4.55623, 5.75574], [-1.47255, 5.48139, 4.38194], [-1.35854, 6.86293, 4.76001], [-2.13070, 5.10607, 3.15453], [0.15344, 4.73275, 4.45007], [1.09573, 3.52489, 5.99242], [0.46302, 5.07019, 6.55688], [-1.17515, 2.63881, 5.68805], [-1.17437, 3.37558, 7.28410], [-3.06917, 4.04739, 5.40743], [-2.43685, 5.27645, 6.52740], [0.89592, 5.47801, 4.17586], [0.16491, 3.90953, 3.73566]], "lumo_energy_ev": -3.2, "e_homo_ev": -11.86, "gap_ev": 8.65, "total_energy_ha": -3210.28337, "charge": 1, "e_above_lowest_kcal_mol": 0.0}